Record 1
{"formula": "C24H46B3IO3", "method": "ωB97M-V/def2-TZVPD", "species": ["C", "C", "C", "C", "C", "C", "B", "O", "B", "I", "O", "B", "C", "C", "C", "C", "C", "C", "O", "H", "H", "H", "H", "H", "H", "H", "H", "H", "H", "H", "H", "H", "H", "H", "H", "H", "H", "C", "C", "C", "C", "C", "C", "H", "H", "H", "H", "H", "H", "H", "H", "H", "H", "H", "H", "H", "H", "C", "C", "C", "C", "C", "C", "H", "H", "H", "H", "H", "H", "H", "H", "H", "H", "H", "H", "H", "H"], "xyz": [[5.0714, -0.8895, -5.2576], [5.6498, 0.5745, -4.6969], [4.3163, 1.3610, -4.0661], [4.3988, 2.9930, -4.1994], [3.3559, 3.6561, -5.2778], [1.9116, 4.1422, -4.5919], [0.6841, 3.0750, -4.8359], [0.9768, 1.6491, -5.2167], [0.4926, 1.5651, -6.6133], [1.8771, 0.7800, -8.1326], [-0.8926, 2.0476, -6.8899], [-1.4525, 2.3327, -5.5236], [-2.7262, 1.4582, -4.9450], [-2.7987, 0.8306, -3.4296], [-4.1057, -0.0045, -2.8665], [-5.3891, -0.2501, -3.8982], [-5.2834, 0.3889, -5.4107], [-4.0059, 1.2503, -5.9722], [-0.7746, 3.4118, -4.7490], [4.5195, -1.4752, -4.3834], [5.9347, -1.5934, -5.6226], [4.2349, -0.7428, -6.0963], [6.0690, 1.1709, -5.6127], [6.4068, 0.4129, -3.8196], [3.3916, 0.8703, -4.6029], [4.1722, 1.1250, -2.9056], [4.2432, 3.5049, -3.1323], [5.4987, 3.3138, -4.5250], [3.1793, 2.9333, -6.2050], [3.8818, 4.6341, -5.7146], [1.6371, 5.1735, -5.1245], [2.0787, 4.4300, -3.4491], [-1.8937, 0.9651, -2.6778], [-4.1635, -0.4349, -1.7734], [-6.3501, -0.8306, -3.5634], [-6.1822, 0.2129, -6.1439], [-3.9591, 1.7128, -7.0666], [-2.7221, 2.5205, 0.1996], [-1.3724, 1.9620, 0.6226], [-1.3747, 0.4407, 0.7933], [-2.3105, -0.0949, 1.8835], [-2.0627, 0.4588, 3.2882], [-0.6869, 0.1100, 3.8360], [-3.4918, 2.3326, 0.9532], [-2.6529, 3.6042, 0.0597], [-3.0481, 2.0779, -0.7470], [-1.0421, 2.4526, 1.5452], [-0.6329, 2.2231, -0.1443], [-0.3501, 0.1092, 0.9972], [-1.6552, -0.0234, -0.1609], [-2.2177, -1.1882, 1.9111], [-3.3504, 0.1098, 1.6042], [-2.8204, 0.0442, 3.9638], [-2.1999, 1.5450, 3.3030], [-0.5451, -0.9738, 3.8717], [-0.5788, 0.4990, 4.8544], [0.1124, 0.5450, 3.2299], [1.9867, -3.5199, 8.6384], [1.0676, -4.5789, 8.0497], [0.8110, -4.3914, 6.5522], [0.1022, -3.0874, 6.1671], [-1.2576, -2.8613, 6.8311], [-2.2885, -3.9170, 6.4610], [1.5531, -2.5191, 8.5600], [2.1620, -3.7229, 9.6999], [2.9562, -3.5188, 8.1301], [0.1219, -4.5967, 8.6033], [1.5292, -5.5624, 8.2013], [0.2283, -5.2447, 6.1868], [1.7696, -4.4335, 6.0196], [-0.0280, -3.0745, 5.0773], [0.7524, -2.2365, 6.4005], [-1.6377, -1.8810, 6.5197], [-1.1511, -2.8171, 7.9200], [-2.4435, -3.9476, 5.3788], [-3.2492, -3.6855, 6.9339], [-1.9868, -4.9128, 6.7968]], "e_homo_ev": -8.858, "smiles": "CCCCCCB1OB(I)OB(c2ccccc2)O1.CCCCCC.CCCCCC", "total_energy_ha": -1539.92348, "homo_lumo_gap_ev": 8.407, "e_lumo_ev": -0.451}

---

Record 2
{"formula": "C6H6O2", "method": "ωB97M-V/def2-TZVPD", "species": ["C", "C", "C", "C", "C", "C", "H", "H", "H", "H", "H", "H", "O", "O"], "xyz": [[0.5088, 0.9575, 0.4653], [1.8963, 0.3959, 0.2172], [0.5014, -1.2644, -0.1278], [-0.4074, -0.2464, 0.3543], [-1.8614, -0.4966, 0.2766], [-3.1188, -0.2395, 0.0093], [-0.4762, 0.8433, -1.1603], [0.3693, 1.4796, 1.4742], [2.5196, 0.3473, 1.2784], [2.6698, 0.7207, -0.5520], [0.4314, -2.2592, -0.8373], [-4.2510, -0.1524, -0.3406], [-0.0696, 1.6717, -0.6212], [1.7726, -1.1240, -0.2577]], "e_homo_ev": -8.171, "smiles": "C#CC1=COC[C@H]1O", "relative_energy_kcal_mol": 135.7, "total_energy_ha": -382.46948, "homo_lumo_gap_ev": 8.943, "e_lumo_ev": 0.772}

---

Record 3
{"formula": "C3H10N2", "method": "ωB97M-V/def2-TZVPD", "species": ["C", "N", "H", "H", "H", "C", "C", "N", "H", "H", "H", "H", "H", "H", "H"], "xyz": [[3.7012, -4.7614, -0.9300], [3.2744, -5.1868, 0.1690], [3.9451, -3.7167, -1.1191], [3.8276, -5.3890, -1.8137], [3.1385, -6.1822, 0.2236], [-0.8214, 2.9245, 0.7489], [-2.2407, 2.3255, 0.6608], [-2.8276, 2.0451, -0.6367], [-0.7544, 3.7474, 1.4634], [-0.2551, 2.1402, 1.1986], [-0.2897, 3.2402, -0.1439], [-2.1565, 1.3365, 1.1285], [-2.9065, 2.8358, 1.3562], [-2.1491, 1.8959, -1.3647], [-3.4860, 2.7452, -0.9412]], "e_homo_ev": -8.974, "smiles": "C=N.CCN", "relative_energy_kcal_mol": 36.7, "total_energy_ha": -229.75081, "homo_lumo_gap_ev": 10.216, "e_lumo_ev": 1.241}

---

Record 4
{"formula": "C3H8O2PS", "method": "ωB97M-V/def2-TZVPD", "species": ["C", "C", "C", "O", "O", "P", "S", "H", "H", "H", "H", "H", "H", "H", "H"], "xyz": [[-1.6005, -0.8202, -0.3909], [0.5423, 1.3813, 1.3129], [-0.3937, -0.8569, -1.3302], [2.3584, 1.5753, -0.6560], [0.2695, 0.3114, -1.2032], [1.4361, 0.6137, -0.0643], [2.1873, -1.5104, 0.8947], [-1.0872, -0.7540, 0.6254], [-2.1755, 0.0169, -0.4697], [-2.3027, -1.7778, -0.2960], [-0.4137, 1.7727, 0.9647], [0.3107, 0.6219, 2.1171], [1.3246, 2.0896, 1.8422], [-0.6666, -1.0287, -2.3058], [0.2110, -1.6348, -1.0410]], "e_homo_ev": -3.511, "smiles": "CCO[P@](C)([O-])=S", "relative_energy_kcal_mol": 21.1, "total_energy_ha": -1009.20001, "homo_lumo_gap_ev": 7.289, "charge": -1, "e_lumo_ev": 3.778}